3 unconnected molecules or ions with the total composition C4H12O2 at a distorted geometry, computed with ωB97M-V with the def2-TZVPD basis set.

XYZ file:
```
18
Properties=species:S:1:pos:R:3:forces:R:3
C 0.633 2.299 -0.870 0.30 -0.13 -0.35
C 0.470 1.519 0.426 -0.50 0.32 0.37
C -0.851 0.783 0.496 0.05 -0.45 -0.46
C -1.192 -0.166 1.358 1.04 -1.17 -0.84
H 0.438 1.645 -1.728 0.01 0.11 0.01
H 1.671 2.636 -0.967 -0.20 0.12 -0.02
H -0.032 3.162 -0.961 0.05 -0.13 0.17
H 1.291 0.797 0.512 -0.12 0.09 0.18
H 0.527 2.208 1.275 0.22 -0.12 -0.01
H -1.499 0.883 -0.372 -0.17 0.49 0.06
H -1.925 -0.914 1.083 -0.79 0.49 0.23
H -0.465 -0.602 2.026 0.09 0.50 0.66
H -0.099 -0.582 -1.423 0.04 -0.01 0.00
H -1.318 -1.252 -1.994 0.03 -0.08 -0.10
O -0.374 -1.147 -2.155 -0.03 -0.01 0.15
H 1.025 -3.457 1.378 0.01 -0.08 -0.16
H 1.002 -2.501 0.160 -0.05 -0.19 0.15
O 1.042 -2.532 1.124 0.02 0.25 -0.05
```
Forces are in eV/Å.

For the energy relative to the best compared isomer or geometry (same formula, charge and spin), the calculation gives 22.2 kcal/mol. The HOMO energy is -9.72 eV. The SMILES is C=CCC.O.O.